Entry 1:
{"formula": "C6H10N2O2S", "method": "ωB97M-V/def2-TZVPD", "gap_ev": 8.25, "e_above_lowest_kcal_mol": 105.0, "energy_ha": -892.6872, "e_lumo_ev": -0.11, "elements": ["C", "C", "C", "C", "C", "C", "N", "N", "O", "O", "S", "H", "H", "H", "H", "H", "H", "H", "H", "H", "H"], "xyz": [[0.99, 0.95, -0.40], [3.72, -1.53, -0.36], [-2.93, 0.86, -0.81], [0.44, 1.32, 2.05], [-1.91, -0.37, -0.92], [0.18, 0.66, 0.73], [1.65, 0.99, -1.38], [3.22, -1.18, -1.35], [4.47, -2.03, 0.35], [-0.51, -2.03, 0.15], [-1.09, -0.56, 0.73], [-3.73, 0.53, -0.17], [-2.30, 1.68, -0.48], [-3.22, 1.17, -1.77], [0.44, 0.48, 2.85], [-0.33, 2.11, 2.35], [1.46, 1.68, 2.10], [-1.04, -0.35, -1.52], [-2.33, -1.36, -1.08], [0.16, -2.60, 0.72], [2.65, -0.41, -1.76]], "nbo_charge": [0.3186, 0.8086, -0.6240, -0.6173, -0.5181, -0.5969, -0.4445, -0.7595, -0.5461, -0.9227, 1.1124, 0.2212, 0.2296, 0.2295, 0.2132, 0.2131, 0.2338, 0.2407, 0.2362, 0.5211, 0.4509]}


Entry 2:
{"formula": "C5H8N2", "method": "ωB97M-V/def2-TZVPD", "gap_ev": [7.21, 7.20], "e_above_lowest_kcal_mol": 99.1, "energy_ha": -304.6776, "e_lumo_ev": [0.58, 0.58], "elements": ["C", "N", "C", "C", "C", "N", "C", "H", "H", "H", "H", "H", "H", "H", "H"], "xyz": [[2.20, 0.19, -0.10], [0.79, -0.06, 0.14], [0.22, -1.31, 0.28], [-1.13, -1.21, 0.27], [-1.48, 0.21, 0.08], [-2.79, 0.69, 0.10], [-0.20, 0.87, 0.04], [2.78, -0.66, 0.27], [2.41, 0.33, -1.17], [2.51, 1.09, 0.44], [0.86, -2.18, 0.37], [-1.85, -2.00, 0.38], [-1.57, 0.41, -1.06], [-2.74, 1.72, 0.09], [0.01, 1.92, -0.13]], "nbo_charge": [-0.3982, -0.3401, -0.0366, -0.2500, -0.1638, -0.8282, -0.0432, 0.2153, 0.2026, 0.2120, 0.2157, 0.2366, 0.4491, 0.3106, 0.2182]}


Entry 3:
{"formula": "C4H11N2", "method": "ωB97M-V/def2-TZVPD", "gap_ev": 9.87, "e_above_lowest_kcal_mol": 89.0, "energy_ha": -268.1630, "e_lumo_ev": -4.53, "charge": 1, "elements": ["C", "C", "C", "C", "N", "N", "H", "H", "H", "H", "H", "H", "H", "H", "H", "H", "H"], "xyz": [[0.92, 0.93, -0.48], [3.26, 0.02, -0.18], [-1.76, 0.10, 0.35], [-2.88, -0.73, 0.91], [1.89, 0.07, -0.64], [-1.55, 0.31, -0.85], [-0.15, 0.84, -0.76], [1.10, 1.87, -0.09], [3.27, -0.11, 0.87], [3.72, -0.90, -0.71], [-1.10, 0.72, 1.09], [-2.98, -0.79, 2.02], [-2.97, -1.83, 0.67], [-3.85, -0.36, 0.54], [1.56, -0.79, -1.01], [-2.21, -0.14, -1.46], [3.74, 0.82, -0.26]], "nbo_charge": [0.1046, -0.4032, 0.1993, -0.7392, -0.3970, -0.6558, 0.2772, 0.1844, 0.2359, 0.2398, 0.1651, 0.2527, 0.2635, 0.2582, 0.4165, 0.3808, 0.2172]}


Entry 4:
{"formula": "C3H11NS", "method": "ωB97M-V/def2-TZVPD", "gap_ev": 8.98, "e_above_lowest_kcal_mol": 42.0, "energy_ha": -573.7646, "e_lumo_ev": 0.77, "elements": ["C", "N", "H", "H", "H", "H", "H", "H", "C", "C", "S", "H", "H", "H", "H", "H"], "xyz": [[1.20, 1.80, -0.56], [0.77, 2.23, 0.80], [2.18, 2.23, -0.82], [1.24, 0.72, -0.74], [0.46, 2.19, -1.27], [0.53, 3.20, 0.64], [1.58, 2.28, 1.41], [-0.41, 1.08, 0.13], [-1.31, -2.65, 0.02], [-0.48, -1.39, 0.13], [-1.29, -0.05, -0.81], [-1.30, -3.13, -0.97], [-2.33, -2.41, 0.33], [-0.95, -3.42, 0.71], [0.56, -1.56, -0.18], [-0.45, -1.12, 1.19]], "nbo_charge": [-0.4516, -0.8170, 0.1818, 0.2135, 0.2100, 0.3651, 0.3710, 0.2219, -0.6168, -0.5185, -0.1841, 0.2072, 0.2142, 0.2053, 0.1940, 0.2039]}


Entry 5:
{"formula": "C33H28N7O4PtS", "method": "ωB97M-V/def2-TZVPD", "gap_ev": 5.56, "e_above_lowest_kcal_mol": 0.0, "energy_ha": -2475.9487, "e_lumo_ev": -4.09, "charge": 1, "elements": ["Pt", "C", "O", "C", "N", "C", "C", "C", "C", "C", "C", "C", "C", "C", "C", "C", "C", "N", "C", "N", "C", "C", "O", "C", "C", "C", "C", "C", "C", "H", "H", "H", "H", "H", "H", "H", "H", "H", "H", "H", "H", "H", "H", "H", "H", "H", "H", "H", "N", "C", "C", "C", "C", "C", "C", "S", "O", "O", "N", "C", "N", "C", "C", "C", "N", "H", "H", "H", "H", "H", "H", "H", "H", "H"], "xyz": [[-0.91, 0.65, -1.52], [-5.25, 0.66, -1.05], [-4.78, 1.90, -1.70], [-3.47, 1.77, -1.77], [-2.95, 0.63, -1.46], [-4.06, -0.31, -1.18], [-3.86, -1.19, 0.02], [-3.19, -0.73, 1.15], [-3.04, -1.55, 2.26], [-3.59, -2.83, 2.25], [-4.27, -3.29, 1.13], [-4.40, -2.47, 0.01], [-2.59, 2.87, -2.19], [-2.92, 4.17, -2.55], [-1.88, 5.03, -2.88], [-0.55, 4.60, -2.82], [-0.31, 3.30, -2.45], [-1.32, 2.47, -2.16], [0.98, 2.60, -2.24], [0.97, 1.39, -1.82], [2.36, 1.01, -1.49], [3.13, 2.11, -2.23], [2.14, 3.19, -2.42], [2.66, -0.41, -1.88], [2.52, -0.84, -3.20], [2.73, -2.17, -3.52], [3.10, -3.07, -2.54], [3.24, -2.65, -1.22], [3.03, -1.32, -0.90], [-6.15, 0.34, -1.57], [-5.47, 0.91, -0.02], [-4.17, -0.94, -2.07], [-2.74, 0.26, 1.18], [-2.48, -1.19, 3.11], [-3.49, -3.47, 3.11], [-4.70, -4.28, 1.12], [-4.91, -2.84, -0.87], [-3.95, 4.48, -2.56], [-2.10, 6.05, -3.16], [0.27, 5.27, -3.05], [2.45, 1.13, -0.41], [3.46, 1.82, -3.23], [3.96, 2.53, -1.67], [2.22, -0.14, -3.97], [2.62, -2.50, -4.55], [3.26, -4.11, -2.79], [3.53, -3.35, -0.45], [3.12, -0.99, 0.13], [5.14, 0.11, 5.47], [4.05, 0.32, 4.65], [3.05, -0.65, 4.54], [1.92, -0.42, 3.77], [1.78, 0.78, 3.09], [2.76, 1.76, 3.19], [3.89, 1.53, 3.96], [0.35, 1.06, 2.10], [-0.81, 0.62, 2.84], [0.40, 2.44, 1.67], [0.54, 0.20, 0.77], [0.09, -1.03, 0.55], [0.22, -2.08, 1.38], [-0.17, -3.26, 0.94], [-0.68, -3.48, -0.34], [-0.84, -2.37, -1.13], [-0.49, -1.16, -0.69], [5.36, -0.84, 5.70], [5.95, 0.69, 5.31], [3.15, -1.59, 5.08], [1.16, -1.18, 3.69], [2.62, 2.70, 2.68], [4.65, 2.30, 4.06], [-0.08, -4.08, 1.63], [-0.97, -4.46, -0.68], [-1.27, -2.42, -2.13]], "mulliken_charge": [0.5507, -0.6275, -0.4657, 0.1483, -0.2008, -0.7445, 0.4053, -0.0591, -0.8309, -0.5193, -0.7072, -0.4875, 0.7632, -0.4997, -0.4491, -0.4763, 0.6852, 0.0196, 0.2525, -0.2510, 0.0024, -0.3428, -0.5102, 0.3488, -0.3237, -0.8952, -0.5335, -0.7217, -0.2489, 0.3250, 0.4018, 0.6576, 0.5512, 0.4607, 0.4698, 0.4284, 0.4327, 0.5399, 0.4675, 0.5376, 0.1892, 0.3227, 0.3259, 0.3663, 0.4201, 0.4243, 0.4443, 0.4768, -0.5444, 1.0309, -0.8052, -0.3466, -0.5245, -0.3028, -0.7879, 1.2889, -0.6814, -0.8460, 0.3173, 0.0985, -0.3473, -0.5542, -0.7944, -0.2956, 0.1404, 0.2194, 0.2208, 0.3003, 0.3651, 0.5179, 0.2996, 0.5274, 0.4904, 0.4903]}